[1]
Below is a single C2H4ClPS3 molecule at a distorted geometry, with properties calculated with ωB97M-V/def2-TZVPD.

The geometry in XYZ format:
```
11
Properties=species:S:1:pos:R:3:forces:R:3:nbo_charge:R:1
Cl 2.3378 -1.1366 -2.4252 0.7 0.1 -0.1 -0.23
S 0.8084 -1.1786 0.6890 0.8 0.2 -1.5 0.02
S -0.1495 -3.1799 -1.6352 0.4 1.2 -0.4 -0.25
S -0.8808 1.7463 -1.1261 -0.2 -0.2 0.6 0.10
P 0.5502 -1.2839 -1.5323 -1.3 -1.4 1.7 0.57
C -0.4959 -0.0171 1.0508 -1.9 0.6 -1.0 -0.58
C -0.3048 1.4735 0.5836 1.6 0.9 -0.5 -0.62
H -0.5005 -0.0956 2.1413 -0.5 0.1 -0.1 0.24
H -1.4852 -0.4489 0.5488 1.9 1.1 1.5 0.25
H 0.7946 1.8009 0.4377 -1.3 -1.0 0.7 0.25
H -0.6743 2.3199 1.2675 0.0 -1.5 -0.9 0.26
```
Forces are in eV/Å.

For the HOMO energy (spin up / spin down), the calculation gives -8.86 / -8.77 eV. Its total charge is 0. For the HOMO-LUMO gap (spin up / spin down), the calculation gives 0.2258 / 0.2417 Ha. Its multiplicity is 1. For the energy above the lowest of the compared OMol25 structures with the same formula, charge and spin, the calculation gives 69.26 kcal per mole. The calculation puts the LUMO energy (spin up / spin down) at -2.7 / -2.2 eV.



[2]
Below is a single C3H5ClN2 molecule at a distorted geometry, with properties calculated with ωB97M-V/def2-TZVPD.

The geometry in XYZ format:
```
11
Properties=species:S:1:pos:R:3:forces:R:3:nbo_charge:R:1
Cl -2.4117 -0.2297 -0.0768 -0.1 0.6 0.2 0.02
N 1.5387 1.0031 -0.0410 1.8 2.4 2.4 -0.64
N 1.8013 -1.3493 0.0300 2.3 -0.5 -0.3 -0.71
C 2.3009 -0.1656 -0.0173 2.5 -0.8 -2.7 0.28
C 0.0630 1.0400 -0.0785 1.1 2.0 2.0 -0.05
C -0.7475 -0.0035 0.2872 2.1 0.3 -1.0 -0.28
H -0.0987 2.1987 -0.0968 -0.9 -2.6 -0.7 0.22
H 2.5905 -2.0489 -0.2483 -1.9 1.6 0.8 0.36
H -0.2579 -0.9393 0.5960 -0.4 0.6 -0.3 0.26
H 2.1490 1.9716 0.4938 -2.9 -4.1 -2.4 0.41
H 3.5364 -0.0800 -0.5099 -3.6 0.5 2.0 0.14
```
Forces are in eV/Å.

For the HOMO energy, the calculation gives -8.61 eV. Its total charge is 0. For the HOMO-LUMO gap, the calculation gives 0.3320 Ha. Its multiplicity is 1. For the energy above the lowest of the compared OMol25 structures with the same formula, charge and spin, the calculation gives 66.21 kcal per mole. The calculation puts the LUMO energy at 0.4 eV. As for the SMILES: [H]/N=C/N/C=C/Cl.



[3]
Below is a molecular structure, C32H16CoN8Se4 at a distorted geometry, with properties calculated with ωB97M-V/def2-TZVPD.

The geometry in XYZ format:
```
61
Properties=species:S:1:pos:R:3:forces:R:3:nbo_charge:R:1
Se -4.2479 -2.1847 1.3254 0.5 0.1 -0.1 -0.25
Se -2.8603 -0.9514 0.1430 0.1 -1.0 -0.6 0.22
Se -1.6543 -2.5343 -1.2225 -0.2 0.4 0.9 0.20
Se -1.9683 -4.4880 -0.2677 -0.3 0.4 -0.2 -0.24
Co 0.2351 0.2095 0.0104 0.0 0.2 -0.1 0.59
N 1.3706 -1.2966 -0.0152 -0.3 -0.6 0.1 -0.52
N 1.5934 -1.6584 -2.3667 0.0 0.0 -0.1 -0.45
N -1.4439 1.9101 -2.2967 0.0 0.0 0.0 -0.44
N -0.9984 1.6483 0.0416 -0.6 -0.2 0.1 -0.52
N 0.1917 0.2150 -1.8780 0.4 0.3 0.0 -0.52
N -1.0356 2.1431 2.3842 0.1 -0.1 0.0 -0.45
N 0.4544 0.3475 1.8788 0.5 0.4 -0.1 -0.51
N 1.8512 -1.5370 2.3137 0.0 0.0 0.0 -0.45
C -4.0712 3.2400 -1.1953 0.0 0.0 0.0 -0.21
C 1.3635 -0.3510 2.6163 -0.2 -0.3 0.0 0.34
C -4.9679 3.8323 0.9811 0.1 0.0 0.1 -0.23
C -2.8276 2.8079 0.8407 0.1 -0.1 0.2 -0.10
C 0.4828 1.4705 -6.3314 0.0 0.0 0.1 -0.23
C -3.8374 3.3530 1.6253 -0.1 0.1 0.0 -0.17
C -1.5742 2.1419 1.1735 0.1 0.2 -0.1 0.34
C 2.0758 -3.3890 -0.6969 -0.1 0.1 -0.1 -0.10
C 1.6715 -0.3156 -5.2011 0.0 -0.1 0.0 -0.21
C 1.4192 0.4286 -6.3426 0.0 0.0 0.0 -0.23
C -1.7630 2.0410 -1.0212 0.2 0.2 0.0 0.31
C 0.0527 1.0509 -4.0306 -0.1 0.1 0.0 -0.09
C 2.6049 -5.6924 0.7187 0.0 0.1 0.1 -0.22
C 1.5979 0.3248 3.8896 0.0 0.0 0.0 -0.01
C 1.6371 -2.0609 -1.1120 0.2 0.1 0.0 0.35
C 0.7194 2.2987 4.9839 -0.1 0.0 0.0 -0.19
C 2.1099 -3.3679 0.6944 -0.1 0.1 0.1 -0.01
C 0.9740 0.0091 -4.0445 0.1 0.0 0.0 -0.01
C 2.3786 -4.5179 1.4232 0.1 -0.1 0.0 -0.21
C -5.0835 3.7756 -0.4151 0.0 0.0 -0.1 -0.22
C -0.2113 1.7922 -5.1753 -0.1 0.0 0.0 -0.18
C 2.5798 -5.7106 -0.6815 0.0 0.0 0.0 -0.22
C 0.0008 1.3804 2.6510 -0.4 0.0 0.0 0.36
C 2.4763 0.9734 6.0013 0.0 0.0 0.0 -0.23
C -0.4447 1.1369 -2.6628 -0.3 0.0 0.0 0.34
C 2.4800 0.0869 4.9344 0.0 -0.1 0.0 -0.20
C 1.7198 -2.0162 1.0897 0.2 0.1 0.0 0.33
C 1.0027 -0.5267 -2.6886 -0.1 -0.3 0.0 0.33
C 2.3187 -4.5575 -1.4056 0.1 0.0 0.0 -0.17
C 1.6022 2.0668 6.0282 0.0 0.0 0.0 -0.22
C 0.7360 1.4168 3.9125 0.0 0.0 0.0 -0.09
C -2.9452 2.7470 -0.5459 0.1 -0.1 -0.1 -0.01
H 0.0396 3.1424 4.9866 0.0 0.0 0.0 0.22
H 3.1620 0.8248 6.8274 0.0 0.0 0.0 0.20
H 2.7815 -6.6151 1.2595 0.0 0.0 0.0 0.20
H 1.9550 0.2078 -7.2580 0.0 0.0 0.0 0.20
H 3.1546 -0.7605 4.9055 0.0 0.0 0.0 0.22
H 2.3961 -1.1212 -5.1966 0.0 0.0 0.0 0.22
H 2.7477 -6.6465 -1.2017 0.0 0.0 0.0 0.20
H 1.6257 2.7416 6.8758 0.0 0.0 0.0 0.20
H 2.3815 -4.4975 2.5074 0.0 0.0 -0.1 0.22
H -4.1503 3.1826 -2.2749 0.0 0.0 0.1 0.22
H -3.7393 3.3841 2.7041 0.0 0.0 0.0 0.22
H -0.9378 2.5956 -5.1521 0.0 0.0 0.0 0.22
H 0.3103 2.0380 -7.2382 0.0 0.0 0.0 0.20
H -5.7837 4.2428 1.5653 0.0 0.0 0.0 0.20
H -5.9866 4.1494 -0.8856 0.1 0.0 0.0 0.20
H 2.2783 -4.5606 -2.4883 0.0 0.0 0.0 0.22
```
Forces are in eV/Å.

For the HOMO energy (spin up / spin down), the calculation gives -3.70 / -3.70 eV. Its total charge is -1. For the HOMO-LUMO gap (spin up / spin down), the calculation gives 0.1308 / 0.1309 Ha. Its multiplicity is 1. For the energy above the lowest of the compared OMol25 structures with the same formula, charge and spin, the calculation gives 11.80 kcal per mole. The calculation puts the LUMO energy (spin up / spin down) at -0.1 / -0.1 eV.



[4]
Below is a single C3H9N3O molecule at a distorted geometry, with properties calculated with ωB97M-V/def2-TZVPD.

The geometry in XYZ format:
```
16
Properties=species:S:1:pos:R:3:forces:R:3:nbo_charge:R:1
O 1.8092 -0.7069 -0.3391 0.3 -0.1 -0.2 -0.63
N -0.4335 -0.5810 0.0154 0.6 0.1 -0.2 -0.64
N -0.2168 -1.1004 2.4203 1.0 0.0 0.6 -0.85
N -0.5727 1.8280 -1.2790 -0.3 -0.5 0.3 -0.86
C 0.5530 0.9659 -1.5335 1.2 0.4 -0.7 -0.33
C 0.7336 -0.1929 -0.5633 -0.7 0.1 0.1 0.66
C -0.4298 -1.5831 1.0576 -0.8 1.1 0.9 -0.06
H 0.4874 0.6097 -2.5603 -0.3 -0.6 0.1 0.22
H 1.5316 1.4656 -1.5961 -0.2 0.2 0.5 0.20
H 0.7729 -0.9651 2.5795 0.2 -0.2 0.0 0.36
H -0.3800 2.6106 -0.6771 0.0 0.2 -0.2 0.38
H -1.4106 -2.0550 1.0630 0.2 -0.4 -0.3 0.18
H -1.1562 0.1176 -0.0802 -0.3 -0.2 0.1 0.41
H 0.4021 -2.2466 0.8649 -0.2 -0.4 -0.2 0.22
H -0.6115 -0.2234 2.7431 -0.6 -0.2 -0.7 0.36
H -1.0788 2.0570 -2.1153 0.0 0.4 0.1 0.38
```
Forces are in eV/Å.

For the HOMO energy, the calculation gives -9.20 eV. Its total charge is 0. For the HOMO-LUMO gap, the calculation gives 0.3681 Ha. Its multiplicity is 1. For the energy above the lowest of the compared OMol25 structures with the same formula, charge and spin, the calculation gives 11.50 kcal per mole. The calculation puts the LUMO energy at 0.8 eV. As for the SMILES: NCNC(=O)CN.